1.
90
Properties=species:S:1:pos:R:3:mulliken_charge:R:1 method="wB97M-V/def2-TZVPD" molar_mass_g_mol=746.7 spin_multiplicity=1 gap_ev=2.292 total_charge=+1 de_lowest_kcal_mol=200.7 lumo_energy_ev=-7.43
Ca -1.386 2.735 4.632 1.808
N -0.894 1.137 1.035 1.099
O -0.545 0.841 -0.091 -0.596
O -1.912 1.737 1.217 -0.672
O -0.250 0.882 2.049 -0.663
C 3.976 9.043 2.419 -1.453
C 3.458 7.857 1.609 0.625
C 4.249 6.621 1.659 -0.439
O 3.407 5.632 2.154 -0.319
C 2.189 6.085 2.297 0.702
O 1.253 5.433 2.704 -0.639
O 2.175 7.410 2.042 -0.360
H 4.014 8.753 3.469 0.365
H 3.314 9.909 2.418 0.352
H 4.976 9.314 2.079 0.375
H 3.417 8.194 0.573 0.218
H 5.174 6.734 2.224 0.289
H 4.587 6.276 0.682 0.291
C -5.063 -4.650 7.641 -1.348
C -3.774 -4.270 6.862 0.398
C -3.880 -4.400 5.298 -0.437
O -3.402 -3.184 4.838 -0.247
C -3.185 -2.331 5.856 0.665
O -2.801 -1.159 5.741 -0.648
O -3.473 -2.894 7.011 -0.341
H -5.916 -4.217 7.118 0.346
H -5.097 -4.371 8.694 0.340
H -5.206 -5.731 7.630 0.369
H -2.907 -4.850 7.177 0.286
H -4.894 -4.608 4.956 0.329
H -3.124 -5.117 4.980 0.296
C -3.050 -3.279 -0.705 -1.428
C -4.510 -3.207 -0.414 0.460
C -5.092 -1.970 0.126 -0.232
O -6.166 -1.661 -0.687 -0.347
C -6.153 -2.474 -1.756 0.695
O -6.878 -2.548 -2.714 -0.544
O -5.079 -3.269 -1.652 -0.375
H -2.603 -3.344 0.287 0.376
H -2.613 -2.417 -1.209 0.262
H -2.817 -4.099 -1.383 0.363
H -4.886 -4.063 0.146 0.274
H -4.307 -1.226 -0.013 0.217
H -5.279 -2.145 1.186 0.283
C -1.818 -0.782 -5.283 -1.495
C -2.885 0.218 -4.649 0.519
C -2.400 1.641 -4.889 -0.316
O -3.564 2.217 -5.431 -0.354
C -4.502 1.271 -5.692 0.686
O -5.610 1.487 -6.150 -0.570
O -4.045 0.118 -5.326 -0.333
H -1.464 -0.520 -6.279 0.422
H -2.303 -1.750 -5.415 0.373
H -0.975 -0.817 -4.593 0.378
H -3.073 -0.023 -3.602 0.218
H -1.548 1.688 -5.567 0.226
H -2.161 2.216 -3.995 0.239
C 4.145 -1.336 -2.342 -1.399
C 4.934 -2.655 -2.476 0.447
C 4.516 -3.493 -3.717 -0.432
O 5.737 -3.863 -4.183 -0.324
C 6.753 -3.037 -3.733 0.594
O 7.957 -3.156 -3.961 -0.512
O 6.253 -2.228 -2.703 -0.357
H 4.671 -0.518 -2.833 0.349
H 4.255 -1.046 -1.297 0.347
H 3.089 -1.421 -2.601 0.378
H 4.725 -3.255 -1.590 0.270
H 4.034 -2.897 -4.492 0.282
H 3.770 -4.227 -3.415 0.354
N 1.305 4.565 -2.720 0.087
C 2.241 4.489 -3.697 -0.421
C 2.481 5.762 -4.154 -0.486
C 1.656 6.612 -3.449 -0.399
C 0.895 5.858 -2.533 -0.585
H 0.866 3.798 -2.231 0.167
H 2.618 3.505 -3.932 0.428
H 3.167 5.996 -4.955 0.396
H 1.593 7.683 -3.576 0.403
H 0.133 6.111 -1.810 0.420
N 2.143 -3.545 2.474 0.059
C 2.691 -3.731 3.714 -0.608
C 3.042 -5.038 3.885 -0.349
C 2.741 -5.734 2.692 -0.531
C 2.235 -4.726 1.827 -0.336
H 1.831 -2.706 2.006 0.193
H 2.764 -2.922 4.426 0.387
H 3.439 -5.480 4.786 0.384
H 2.822 -6.781 2.436 0.389
H 1.798 -4.656 0.842 0.416

2.
70
Properties=species:S:1:pos:R:3:mulliken_charge:R:1 method="wB97M-V/def2-TZVPD" molar_mass_g_mol=407.5 spin_multiplicity=1 gap_ev=5.474 total_charge=-1 lumo_energy_ev=2.23
C -1.552 1.498 -4.721 -0.718
C -0.669 0.889 -5.860 -0.721
P -1.376 -0.582 -6.772 -0.089
C -2.294 -0.061 -8.325 -0.495
C -3.810 -0.402 -8.381 -1.198
P -2.537 -1.961 -5.486 -0.615
P -0.594 -2.917 -4.793 0.969
O 0.564 -1.933 -4.648 -0.702
O -0.881 -3.489 -3.225 -0.551
O -0.064 -4.165 -5.774 -0.555
H -1.516 2.593 -4.757 0.319
H -1.101 1.196 -3.762 0.031
H -2.564 1.090 -4.710 0.234
H 0.333 0.609 -5.536 0.401
H -0.529 1.686 -6.613 0.421
H -2.216 1.038 -8.415 0.272
H -1.793 -0.449 -9.219 0.398
H -3.966 -1.469 -8.214 0.320
H -4.365 0.180 -7.639 0.284
H -4.185 -0.092 -9.369 0.389
H -2.646 -2.862 -6.620 0.003
H -3.217 -2.979 -4.664 0.074
H -2.412 -1.136 -4.292 -0.106
H -3.826 -1.329 -5.742 0.058
H -1.796 -3.331 -3.003 0.291
H 0.859 -3.986 -5.922 0.299
C -0.306 0.865 1.796 -1.240
C -0.352 -0.644 1.982 -0.361
N -1.382 -1.286 1.191 0.159
C -1.630 -2.665 1.577 -0.657
C -0.497 -3.677 1.390 -0.911
C -1.332 -1.033 -0.245 -0.779
C -0.047 -1.395 -0.992 -0.640
H -1.283 1.314 1.982 0.344
H 0.405 1.303 2.501 0.193
H 0.019 1.144 0.792 0.293
H -0.556 -0.842 3.039 0.464
H 0.647 -1.058 1.776 0.266
H -2.517 -3.025 1.048 0.342
H -1.914 -2.666 2.637 0.394
H -0.354 -3.936 0.342 0.184
H -0.745 -4.604 1.914 0.401
H 0.451 -3.318 1.794 0.260
H -1.529 0.032 -0.406 0.287
H -2.176 -1.538 -0.721 0.326
H 0.850 -1.052 -0.471 0.368
H -0.050 -0.922 -1.976 0.173
H 0.036 -2.464 -1.163 0.107
C 1.073 4.016 5.427 -1.184
C 2.441 3.746 6.037 -0.330
N 2.460 2.584 6.907 0.092
C 3.663 2.491 7.719 -0.701
C 5.001 2.295 7.001 -0.967
C 2.003 1.339 6.309 -0.773
C 2.719 0.843 5.050 -0.803
H 0.307 4.088 6.200 0.327
H 1.092 4.962 4.883 0.437
H 0.779 3.241 4.718 0.065
H 2.718 4.622 6.630 0.454
H 3.182 3.671 5.228 0.251
H 3.533 1.689 8.451 0.347
H 3.730 3.408 8.314 0.407
H 5.113 1.280 6.620 0.227
H 5.821 2.460 7.705 0.397
H 5.135 2.995 6.176 0.274
H 0.942 1.450 6.070 0.378
H 2.028 0.553 7.068 0.331
H 2.870 1.635 4.316 0.231
H 2.116 0.068 4.570 0.283
H 3.685 0.394 5.280 0.269

3.
13
Properties=species:S:1:pos:R:3:mulliken_charge:R:1 method="wB97M-V/def2-TZVPD" molar_mass_g_mol=106.2 spin_multiplicity=1 gap_ev=10.002 total_charge=0 smiles=CS[C@@H]1C[C@H]1F de_lowest_kcal_mol=98.3 lumo_energy_ev=0.89
C -1.988 1.116 0.051 -1.038
C 0.189 -0.759 -0.617 -0.422
C 1.391 -1.411 0.056 -0.440
C 1.231 0.019 0.287 0.012
H -1.705 1.648 -0.952 0.279
H -3.008 1.271 0.208 0.364
H -1.513 1.788 0.599 0.443
H 0.545 -0.696 -1.555 0.477
H 1.023 -1.840 1.206 0.205
H 2.286 -1.839 -0.348 0.322
H 1.090 0.222 1.440 0.265
F 2.025 1.243 -0.270 -0.352
S -1.565 -0.762 -0.106 -0.114

4.
98
Properties=species:S:1:pos:R:3:lowdin_spin:R:1 method="wB97M-V/def2-TZVPD" molar_mass_g_mol=1060.4 spin_multiplicity=2 gap_ev="4.668 / 5.421" total_charge=-2 de_lowest_kcal_mol=29.7 lumo_energy_ev="3.90 / 3.90"
Hg 0.273 0.243 1.327 0.000
C 2.290 -4.689 5.966 0.000
C 2.583 -3.422 5.203 0.000
C 2.794 -2.217 5.868 0.000
C 3.088 -1.056 5.165 0.000
C 3.161 -1.101 3.779 0.000
C 2.955 -2.294 3.096 0.000
C 2.669 -3.443 3.814 0.000
S 3.499 0.363 2.841 0.000
O 3.877 -0.103 1.540 0.000
O 4.454 1.141 3.601 0.000
N 2.074 1.078 2.720 0.000
C 1.588 2.028 3.607 0.000
C 2.247 2.592 4.725 0.000
C 1.578 3.519 5.492 0.000
C 0.280 3.907 5.168 0.000
C -0.281 3.318 4.051 0.000
N 0.341 2.410 3.303 0.000
H 2.134 -4.484 7.026 0.000
H 3.118 -5.397 5.879 0.000
H 1.396 -5.184 5.579 0.000
H 2.727 -2.186 6.951 0.000
H 3.263 -0.121 5.683 0.000
H 3.000 -2.304 2.014 0.000
H 2.491 -4.372 3.280 0.000
H 3.264 2.313 4.943 0.000
H 2.076 3.952 6.353 0.000
H -0.264 4.643 5.745 0.000
H -1.281 3.589 3.719 0.000
N -1.953 0.596 2.624 0.000
C -2.022 -0.107 3.899 0.000
C -1.789 -1.607 3.736 0.000
C -0.409 -2.034 3.224 0.000
N -0.131 -1.797 1.815 0.000
H -2.110 1.592 2.700 0.000
H -2.601 0.224 1.939 0.000
H -2.986 0.033 4.410 0.000
H -1.249 0.305 4.557 0.000
H -2.558 -2.017 3.067 0.000
H -1.936 -2.072 4.718 0.000
H -0.304 -3.109 3.444 0.000
H 0.349 -1.530 3.834 0.000
H -0.920 -2.126 1.270 0.000
H 1.155 -2.358 0.517 0.000
Br -2.408 1.052 -7.099 0.011
C -0.644 0.429 -6.703 0.060
C 0.458 1.163 -7.125 0.002
C 1.730 0.710 -6.838 0.039
C 1.962 -0.488 -6.117 0.040
C 0.806 -1.195 -5.687 0.052
C -0.470 -0.745 -5.990 -0.001
N 3.266 -0.899 -5.996 0.239
N 3.591 -1.904 -5.184 0.344
C 3.062 -2.039 -3.910 0.012
C 2.955 -3.333 -3.415 0.067
C 2.430 -3.605 -2.151 -0.012
C 2.012 -2.617 -1.292 0.062
O 1.524 -3.036 -0.096 0.028
C 2.169 -1.260 -1.697 0.001
N 1.832 -0.258 -0.824 0.016
C 2.139 0.976 -1.143 -0.010
C 2.766 1.342 -2.342 0.018
C 3.033 0.370 -3.262 -0.006
C 2.726 -0.978 -2.986 0.026
H 0.314 2.079 -7.685 -0.001
H 2.598 1.266 -7.173 0.003
H 0.923 -2.115 -5.134 0.006
H -1.334 -1.311 -5.664 -0.001
H 3.264 -4.139 -4.070 0.005
H 2.329 -4.630 -1.812 -0.003
H 1.882 1.748 -0.425 -0.001
H 3.012 2.379 -2.527 0.001
H 3.508 0.619 -4.199 0.001
N -3.815 1.518 -0.771 0.000
C -3.654 0.273 -1.231 0.000
S -3.169 -1.015 -0.293 0.000
N -3.865 0.088 -2.592 0.000
C -4.787 0.700 -3.446 0.000
C -4.707 0.394 -4.809 0.000
C -5.601 0.940 -5.711 0.000
C -6.599 1.809 -5.283 0.000
C -6.687 2.106 -3.932 0.000
C -5.799 1.561 -3.013 0.000
H -3.368 1.798 0.107 0.000
H -3.850 2.256 -1.459 0.000
H -3.454 -0.770 -2.919 0.000
H -3.926 -0.275 -5.152 0.000
H -5.509 0.691 -6.762 0.000
H -7.295 2.241 -5.991 0.000
H -7.465 2.770 -3.575 0.000
H -5.911 1.780 -1.961 0.000
C -0.122 4.046 0.450 0.000
C -1.136 2.917 0.484 0.000
O -2.295 3.158 0.884 0.000
O -0.752 1.791 0.035 0.000
H -0.552 4.972 0.826 0.000
H 0.212 4.182 -0.583 0.000
H 0.747 3.768 1.047 0.000

5.
24
Properties=species:S:1:pos:R:3:mulliken_charge:R:1 method="wB97M-V/def2-TZVPD" molar_mass_g_mol=144.2 spin_multiplicity=1 gap_ev=8.554 total_charge=0 smiles=CCCSC.O.O.O de_lowest_kcal_mol=15.9 lumo_energy_ev=0.22
C 0.198 1.650 -1.859 -1.154
C 0.835 0.275 -1.638 -0.322
C 1.731 0.248 -0.397 -0.278
S 1.785 -1.389 0.383 -0.156
C 0.982 -1.152 1.965 -0.554
H -0.782 1.766 -1.386 0.225
H 0.832 2.500 -1.578 0.364
H -0.006 1.812 -2.917 0.364
H 1.454 0.127 -2.524 0.258
H 0.088 -0.499 -1.671 0.305
H 1.261 0.909 0.329 -0.080
H 2.742 0.545 -0.610 0.396
H 0.042 -1.711 2.120 0.197
H 1.569 -1.567 2.776 0.352
H 0.829 -0.096 2.186 0.092
H -2.644 -0.817 -2.447 0.298
H -3.037 0.079 -1.351 0.323
O -2.765 0.130 -2.282 -0.633
H -2.412 -1.983 0.943 0.307
H -3.856 -1.711 0.710 0.320
O -3.019 -1.237 0.846 -0.625
H -0.325 2.253 1.336 0.336
H -0.515 2.038 2.863 0.315
O 0.072 2.417 2.198 -0.651